A structure of composition C23H26O14S2V at a distorted geometry. Source: the Open Molecules 2025 dataset; level of theory: ωB97M-V/def2-TZVPD.

```
66
Properties=species:S:1:pos:R:3
O 1.18475 -1.12287 0.07438
V 0.48690 0.28276 -0.04095
C -0.90571 4.01644 1.56020
C -0.35111 2.73092 1.21850
C 0.41090 1.91629 2.39054
O 0.77616 0.77025 2.21372
C 0.63899 2.59378 3.67159
C 0.03795 3.80598 3.89167
C -0.76550 4.54246 2.80947
O -1.20310 5.73447 3.00339
O 0.17863 4.32642 5.11183
O -0.50636 2.12420 0.14053
H -1.43994 4.53475 0.77767
H 1.12009 2.08533 4.49404
C -1.74168 -0.24856 -3.78260
C -1.46633 0.27208 -5.03072
C -0.15370 0.97593 -5.28148
O 0.06347 1.49060 -6.46733
C 0.73748 1.29023 -4.29950
C 0.55701 0.83600 -2.95009
C -0.78104 -0.02846 -2.71668
O -0.85969 -0.56427 -1.65462
O 1.26180 1.07892 -1.91337
O -2.26460 -0.02378 -6.02015
H -2.62246 -0.85482 -3.63068
H 1.55531 1.91502 -4.62689
C 0.63295 -3.52089 -2.20928
C -0.43654 -3.72987 -3.27818
O -0.11721 -3.99910 -4.48614
C -1.86266 -3.76189 -2.91746
H 0.77470 -4.41703 -1.60518
H 0.35402 -2.65212 -1.61301
H 1.68253 -3.34726 -2.44662
H -2.03409 -4.73016 -2.44718
H -2.39171 -3.79014 -3.87004
H -2.11143 -2.82771 -2.41396
C 5.48912 -0.50890 2.47419
C 4.41695 0.23252 3.32480
C 4.28270 1.62676 2.67744
S 4.12935 1.22483 0.82922
O 4.93472 2.18931 0.08712
O 2.72705 1.01399 0.45282
C 5.01304 -0.39307 1.01565
H 5.62237 -1.55564 2.74749
H 6.43427 -0.04486 2.75610
H 4.67797 0.26728 4.38252
H 3.47183 -0.27690 3.13684
H 5.20464 2.20576 2.73118
H 3.52819 2.30662 3.07316
H 5.66769 -0.65178 0.18341
H 4.21062 -1.12830 0.95537
C -4.84907 -1.61961 0.39686
C -4.69049 -0.05344 0.33071
C -3.82391 0.29169 1.48054
S -2.62853 -1.08467 1.62993
O -2.62689 -1.46699 3.06644
O -1.33137 -0.67885 0.98360
C -3.48481 -2.28448 0.58502
H -5.47527 -2.01982 -0.40051
H -5.43616 -1.88416 1.27631
H -5.66442 0.43567 0.31239
H -4.18745 0.19720 -0.60322
H -4.34465 0.39078 2.43296
H -3.28340 1.22604 1.32907
H -3.48883 -3.27176 1.04694
H -2.93406 -2.38907 -0.34977
```

Frontier orbital gap: 5.89 eV
HOMO level: -2.37 eV
Spin multiplicity: 2
E: -3685.76852 Ha
<S²>: 0.773
Net charge: -2

Okay, here come the natural (NBO) numbers, in e, for every atom:
1 O -0.543
2 V 1.595
3 C -0.477
4 C 0.409
5 C 0.509
6 O -0.693
7 C -0.547
8 C 0.392
9 C 0.399
10 O -0.630
11 O -0.692
12 O -0.715
13 H 0.214
14 H 0.208
15 C -0.514
16 C 0.394
17 C 0.405
18 O -0.639
19 C -0.478
20 C 0.425
21 C 0.454
22 O -0.684
23 O -0.681
24 O -0.658
25 H 0.197
26 H 0.219
27 C -0.739
28 C 0.597
29 O -0.571
30 C -0.735
31 H 0.217
32 H 0.267
33 H 0.238
34 H 0.221
35 H 0.247
36 H 0.246
37 C -0.400
38 C -0.417
39 C -0.616
40 S 2.117
41 O -0.927
42 O -0.909
43 C -0.655
44 H 0.213
45 H 0.197
46 H 0.220
47 H 0.233
48 H 0.217
49 H 0.280
50 H 0.251
51 H 0.252
52 C -0.407
53 C -0.415
54 C -0.641
55 S 2.105
56 O -0.918
57 O -0.910
58 C -0.654
59 H 0.227
60 H 0.199
61 H 0.224
62 H 0.235
63 H 0.243
64 H 0.280
65 H 0.251
66 H 0.270

***

A cluster of 9 separate species, C24H44F6N13O18S6 in total at a distorted geometry. Source: the Open Molecules 2025 dataset; level of theory: ωB97M-V/def2-TZVPD.

```
111
Properties=species:S:1:pos:R:3
C 1.21634 -0.51436 -2.13222
C -0.18609 -0.40416 -1.58068
N -1.06388 0.44703 -2.37992
C -0.79618 1.75504 -2.71865
C -1.89571 2.29663 -3.27285
N -2.84385 1.28436 -3.31093
C -2.34258 0.21741 -2.69862
C -4.19894 1.42784 -3.84851
H 1.82195 0.35356 -1.85057
H 1.24595 -0.49181 -3.22251
H 1.68683 -1.39873 -1.70606
H -0.34345 -0.09496 -0.54035
H -0.67870 -1.37408 -1.45919
H 0.21281 2.09213 -2.51777
H -2.11607 3.24540 -3.72756
H -2.84410 -0.71574 -2.50665
H -4.09491 1.86220 -4.84140
H -4.80837 2.05557 -3.20560
H -4.63999 0.44491 -3.98803
C 2.27145 -1.42548 -6.39148
C 3.44179 -2.34720 -6.05525
N 3.75743 -2.48643 -4.62758
C 3.29188 -1.68864 -3.61380
C 3.96370 -2.02595 -2.47071
N 4.70019 -3.12818 -2.81030
C 4.60648 -3.38520 -4.11631
C 5.37912 -3.99185 -1.87973
H 2.34902 -1.10454 -7.42688
H 2.39273 -0.51484 -5.79669
H 1.26683 -1.77612 -6.16329
H 4.30917 -1.93567 -6.56793
H 3.26518 -3.37157 -6.38517
H 2.61217 -0.87213 -3.77604
H 4.03843 -1.71441 -1.44434
H 5.00497 -4.21550 -4.67079
H 4.66312 -4.55981 -1.28077
H 5.96874 -3.46881 -1.12473
H 6.07566 -4.66879 -2.36924
C -1.32275 -2.83580 3.31709
C -1.85535 -2.48641 4.71379
N -3.31282 -2.72151 4.79673
C -3.93185 -3.80202 5.36152
C -5.26095 -3.72678 5.14000
N -5.47655 -2.56648 4.41921
C -4.28405 -1.95860 4.28728
C -6.64949 -2.11679 3.70404
H -1.46922 -3.90111 3.13353
H -0.24157 -2.70011 3.28843
H -1.77168 -2.19004 2.56350
H -1.72770 -1.42036 4.90734
H -1.34639 -3.13997 5.41579
H -3.34723 -4.60804 5.77261
H -6.06571 -4.40823 5.34988
H -4.09155 -1.06532 3.70701
H -7.27936 -2.95495 3.41154
H -6.30672 -1.58995 2.81809
H -7.25573 -1.49679 4.36554
C 0.37617 4.21930 -0.76735
C 1.08802 3.89907 0.53880
N 1.25414 2.44417 0.68126
C 1.98523 1.61704 -0.12174
C 1.96638 0.39300 0.45769
N 1.19474 0.48390 1.59333
C 0.80347 1.75604 1.74246
C 0.92470 -0.58010 2.56330
H 0.92303 3.89611 -1.65967
H 0.43365 5.29741 -0.94167
H -0.66757 3.90750 -0.76664
H 0.50709 4.21793 1.39903
H 2.08809 4.32329 0.48451
H 2.48686 1.92467 -1.02820
H 2.39167 -0.53738 0.12688
H 0.20441 2.13560 2.56278
H 0.48439 -1.46120 2.10714
H 0.31837 -0.18034 3.37859
H 1.84640 -0.83666 3.08158
N 0.70604 8.43780 1.56983
S -0.58751 7.67256 0.86800
O -1.06953 6.42986 1.38177
O -0.53793 7.88123 -0.55275
F -1.70731 8.72774 1.33732
S 1.74784 7.31934 1.62500
O 2.35159 6.80581 0.40295
O 1.59015 6.34960 2.68141
F 2.90979 8.23277 2.21945
N 2.77746 -2.84376 0.28206
S 3.47266 -3.17944 1.76701
O 4.62537 -4.03663 1.69156
O 2.63584 -3.25577 2.93045
F 4.03572 -1.69244 2.01133
S 1.84816 -4.07394 0.28164
O 0.62375 -3.85917 1.00832
O 2.42823 -5.39287 0.29460
F 1.32089 -3.98381 -1.24018
N -4.32100 0.28192 1.69191
S -3.44531 1.40179 1.14751
O -4.13158 2.25964 0.21382
O -2.01457 1.27275 1.10573
F -3.54793 2.31488 2.48326
S -4.11098 -0.67068 0.32087
O -2.79860 -1.14214 -0.03307
O -5.02781 -0.48149 -0.76768
F -4.67983 -2.00265 1.03416
N 2.67620 1.75478 -3.67309
O 3.19468 2.02381 -4.76033
O 3.36024 1.13207 -2.80724
O 1.47925 2.01852 -3.41546
N -0.03503 1.30986 5.37809
O 0.93503 2.10554 5.50426
O 0.01580 0.17164 5.89733
O -1.02143 1.67367 4.69430
```

Frontier orbital gap: 6.58 eV
HOMO level: -5.39 eV
E: -5995.07041 Ha
Net charge: -1

Mulliken population analysis, charges in e, atoms 1 to 99:
1 C -0.796
2 C -1.249
3 N 0.758
4 C -0.166
5 C -1.371
6 N 0.293
7 C -0.526
8 C -0.956
9 H -0.065
10 H 0.913
11 H 0.212
12 H -0.112
13 H 0.541
14 H 0.785
15 H 0.529
16 H 0.666
17 H 0.408
18 H 0.292
19 H 0.344
20 C -0.973
21 C -0.358
22 N 0.166
23 C 0.535
24 C -0.879
25 N 0.113
26 C -0.249
27 C -0.761
28 H 0.392
29 H 0.187
30 H 0.316
31 H 0.307
32 H 0.388
33 H -0.367
34 H 0.933
35 H 0.404
36 H 0.283
37 H 0.335
38 H 0.352
39 C -0.249
40 C -0.527
41 N 0.287
42 C -0.311
43 C -0.486
44 N 0.205
45 C -0.455
46 C -0.711
47 H 0.521
48 H -0.048
49 H 0.053
50 H 0.245
51 H 0.204
52 H 0.404
53 H 0.444
54 H 0.677
55 H 0.344
56 H 0.242
57 H 0.280
58 C -0.640
59 C -0.739
60 N 0.524
61 C -0.635
62 C -1.042
63 N 0.585
64 C -0.278
65 C 0.310
66 H 0.121
67 H 0.383
68 H 0.142
69 H 0.388
70 H 0.286
71 H 0.893
72 H 0.677
73 H 0.424
74 H -0.122
75 H -0.430
76 H 0.342
77 N -0.414
78 S 1.122
79 O -0.442
80 O -0.610
81 F -0.301
82 S 1.122
83 O -0.584
84 O -0.553
85 F -0.312
86 N 0.115
87 S 0.908
88 O -0.614
89 O -0.532
90 F -0.281
91 S 0.704
92 O -0.460
93 O -0.667
94 F -0.326
95 N -0.299
96 S 0.689
97 O -0.688
98 O 0.002
99 F -0.372

***

A cluster of 2 separate species, C5H13NO2 in total at a distorted geometry. Source: the Open Molecules 2025 dataset; level of theory: ωB97M-V/def2-TZVPD.

```
21
Properties=species:S:1:pos:R:3
C -0.27279 -1.12662 -0.85193
C 0.33753 -2.49490 -1.28688
C -0.85103 -0.46970 -2.07867
O -0.50925 -0.66317 -3.20363
O -1.83707 0.42855 -1.83913
H -0.94021 -1.18555 0.00903
H 0.61749 -0.61903 -0.48860
H 1.41335 -2.38459 -1.44309
H -0.07964 -2.86859 -2.21976
H 0.23921 -3.22060 -0.47897
C 0.81044 0.82184 1.62838
C -0.49866 1.49385 2.04700
N 1.25796 1.35035 0.33407
H 1.57480 0.90997 2.40116
H 0.59837 -0.24397 1.56797
H -1.10690 1.72507 1.17432
H -0.25154 2.52706 2.36064
H 1.94867 2.08313 0.46463
H -2.00376 0.89490 -1.01961
H 0.49807 1.90354 -0.05133
H -0.94506 1.13846 2.97440
```

Frontier orbital gap: 10.53 eV
HOMO level: -9.95 eV
E: -403.51858 Ha
ΔE to the lowest compared entry with this formula, charge and spin: 36.4 kcal/mol
Net charge: 0

Okay, here come the natural (NBO) numbers, in e, for every atom:
1 C -0.568
2 C -0.599
3 C 0.806
4 O -0.556
5 O -0.724
6 H 0.213
7 H 0.281
8 H 0.209
9 H 0.228
10 H 0.204
11 C -0.223
12 C -0.632
13 N -0.831
14 H 0.196
15 H 0.173
16 H 0.189
17 H 0.204
18 H 0.363
19 H 0.497
20 H 0.344
21 H 0.226